Record 1
{
  "formula": "C6H4N2O5",
  "method": "ωB97M-V/def2-TZVPD",
  "e_homo_ha": -0.3207,
  "total_charge": 0,
  "smiles": "O=C1C=CC(=O)O1.O=C/C=N\\N=O",
  "homo_lumo_gap_ev": 7.69,
  "e_tot_ev": -19499.007,
  "relative_energy_ev": 0.576,
  "elements": ["O", "C", "C", "C", "C", "O", "O", "H", "H", "O", "C", "C", "N", "N", "O", "H", "H"],
  "positions_angstrom": [[-0.56504, 1.16387, 3.40878], [0.41209, 1.30165, 2.76444], [1.42302, 2.42208, 2.83004], [2.43215, 1.98461, 2.04716], [2.02814, 0.73398, 1.31071], [2.70182, 0.10959, 0.55048], [0.87876, 0.28435, 1.91625], [1.16847, 3.31060, 3.43453], [3.28837, 2.51284, 1.57970], [0.76001, 0.77474, -1.55716], [1.63791, 0.11242, -2.18503], [1.22961, -1.07822, -2.74441], [-0.04074, -1.26737, -2.40302], [-0.68229, -0.46775, -1.83680], [-1.75279, -0.18177, -1.42072], [2.70497, 0.43939, -2.03896], [1.89248, -1.87612, -2.94599]],
  "atomic_forces_ev_per_a": [[-0.6904, 0.0125, 0.0673], [0.7692, -0.2481, 0.5125], [0.2061, -1.1925, -0.9068], [-0.4461, 1.9993, -1.4254], [0.9770, -0.4083, 2.0034], [-0.6512, 0.1939, -0.1152], [-0.3475, 0.5161, -0.6608], [0.6705, -0.6292, -0.5236], [-0.4167, -0.3002, 1.0758], [-0.6994, 0.3725, -0.3934], [1.0874, 0.6163, 1.1854], [1.6541, 0.9861, 0.2657], [-0.9651, -2.4414, -1.3160], [-0.3129, 1.1154, 1.5211], [0.1370, 0.5017, -0.1432], [-1.0755, -0.4571, -0.5855], [0.1036, -0.6371, -0.5612]]
}


Record 2
{
  "formula": "C6H4N2O5S",
  "method": "ωB97M-V/def2-TZVPD",
  "e_homo_ha": -0.3361,
  "total_charge": 0,
  "smiles": "O=[N+]([O-])C(=S)[C@H]1C=C([N+](=O)[O-])C=C1O",
  "homo_lumo_gap_ev": 6.87,
  "e_tot_ev": -30331.231,
  "relative_energy_ev": 1.170,
  "elements": ["O", "N", "O", "C", "S", "C", "C", "C", "N", "O", "O", "C", "C", "O", "H", "H", "H", "H"],
  "positions_angstrom": [[-0.91984, 1.21135, -4.07583], [-1.16781, 0.88007, -2.95076], [-2.18389, 1.11144, -2.34069], [-0.18857, -0.02253, -2.26614], [0.24913, -1.45372, -2.83319], [0.31333, 0.31316, -0.82213], [-0.37555, 1.48647, -0.10010], [-0.59156, 1.06300, 1.16023], [-1.16286, 1.98941, 2.09383], [-1.07766, 3.16960, 1.83246], [-1.59776, 1.52775, 3.12912], [-0.28724, -0.34186, 1.39620], [0.24928, -0.80862, 0.25720], [0.77203, -2.03634, 0.04704], [1.33280, 0.77796, -1.03438], [-0.33364, 2.54781, -0.28595], [-0.49918, -0.87082, 2.21768], [0.92751, -2.11114, -0.98116]],
  "atomic_forces_ev_per_a": [[0.4649, 0.2555, -0.4186], [-0.3137, -0.5496, -0.0425], [0.1482, -0.0089, 0.4046], [0.6999, -1.0636, 2.4892], [-0.4140, 0.3603, -1.3308], [-0.4214, 2.3414, -0.8072], [0.9100, -0.9962, 1.1418], [-0.4033, -0.0903, -1.7501], [0.7634, 0.0398, 1.0890], [-0.3790, 0.3438, -0.0486], [-0.3413, -0.1051, 0.0696], [0.4471, 1.9331, -3.1548], [0.8428, -0.0192, -0.7845], [-0.1062, 0.4388, -2.0425], [-0.6859, -1.0926, 0.5373], [-0.2960, -0.0878, -0.7244], [-0.5698, -1.7807, 2.9813], [-0.3454, 0.0813, 2.3912]]
}


Record 3
{
  "formula": "C6H4NOS2",
  "method": "ωB97M-V/def2-TZVPD",
  "e_homo_ha": -0.1220,
  "total_charge": -1,
  "smiles": "O=N/C=C\\c1sccc1[S-]",
  "homo_lumo_gap_ev": 5.71,
  "e_tot_ev": -31492.496,
  "relative_energy_ev": 0.271,
  "elements": ["O", "N", "C", "C", "C", "S", "C", "C", "C", "S", "H", "H", "H", "H"],
  "positions_angstrom": [[3.77929, 0.43522, 0.87387], [2.51901, 0.50193, 0.57554], [2.16860, 0.48899, -0.72697], [0.90166, 0.13318, -1.18779], [-0.29827, 0.09989, -0.44634], [-0.97172, 1.64290, 0.20598], [-2.27755, 0.76954, 0.97480], [-2.07038, -0.54801, 0.88907], [-1.06044, -1.00454, -0.05012], [-0.88984, -2.69105, -0.30807], [2.95938, 0.39122, -1.45573], [0.96336, -0.32022, -2.18972], [-3.10009, 1.26535, 1.30922], [-2.62302, -1.16441, 1.53623]],
  "atomic_forces_ev_per_a": [[-3.4819, 0.3359, -1.6315], [2.3429, 0.1161, 2.2802], [-0.2472, -0.6354, -1.5420], [1.7576, -0.3872, 0.5062], [-1.0514, 0.6616, 0.5539], [-0.0943, -0.8617, -0.3005], [3.1976, -0.1992, -1.6162], [-0.0600, 0.3144, -0.5016], [-0.0613, 0.0341, 0.9363], [0.3748, 0.2981, -0.4297], [0.4675, 0.1867, -0.1244], [-0.4245, 0.0987, 0.3688], [-1.9145, 1.3233, 1.4110], [-0.8054, -1.2855, 0.0896]]
}


Record 4
{
  "formula": "C6H4O",
  "method": "ωB97M-V/def2-TZVPD",
  "e_homo_ha": -0.3134,
  "total_charge": 0,
  "smiles": "C#Cc1ccco1",
  "homo_lumo_gap_ev": 9.56,
  "e_tot_ev": -8331.405,
  "relative_energy_ev": 1.035,
  "elements": ["C", "C", "C", "C", "C", "C", "O", "H", "H", "H", "H"],
  "positions_angstrom": [[-1.84925, -2.25288, 0.23415], [-1.37366, -1.14815, 0.17158], [-0.53715, -0.00394, 0.08577], [0.40808, 0.42054, 0.96986], [1.33411, 1.19810, 0.21506], [0.84783, 1.22727, -1.05357], [-0.29395, 0.51296, -1.15171], [-2.16742, -3.27170, 0.28055], [0.45158, 0.15083, 2.01544], [2.27181, 1.60918, 0.55656], [1.19055, 1.67941, -1.97139]],
  "atomic_forces_ev_per_a": [[0.1416, 0.2879, -0.0034], [-0.1973, -0.4699, 0.0023], [0.2227, -0.2543, 0.1760], [-0.0314, -0.0713, -0.0514], [-0.0385, 0.1045, -0.1626], [0.1767, 0.1089, 0.0811], [0.0461, -0.1311, 0.0081], [-0.1618, 0.2692, 0.0070], [0.0584, -0.0175, -0.1797], [-0.1876, 0.1568, -0.0202], [-0.0288, 0.0167, 0.1429]]
}


Record 5
{
  "formula": "C6H4O",
  "method": "ωB97M-V/def2-TZVPD",
  "e_homo_ha": -0.2999,
  "total_charge": 0,
  "homo_lumo_gap_ev": 8.69,
  "e_tot_ev": -8327.845,
  "relative_energy_ev": 4.595,
  "elements": ["C", "C", "C", "C", "C", "C", "O", "H", "H", "H", "H"],
  "positions_angstrom": [[-1.49815, -1.92577, -0.62024], [-0.54155, -1.26342, -0.26050], [0.39717, -0.64984, 0.93141], [0.87455, -0.26587, -0.34419], [0.69689, 1.14858, -0.34000], [0.11023, 1.55294, 0.77821], [-0.13380, 0.47058, 1.52434], [-2.32133, -2.56286, -0.83728], [1.63900, -0.77246, -0.91814], [0.99017, 1.78773, -1.12136], [-0.21317, 2.48041, 1.20775]],
  "atomic_forces_ev_per_a": [[0.7868, 0.6610, -0.0401], [-0.3978, -0.7316, 1.4525], [-0.7144, -1.9445, -0.0738], [0.5451, 1.1069, 0.8072], [0.4512, 1.6038, -1.9864], [-0.0683, -0.8305, 0.1502], [-0.5446, -0.6534, 0.9781], [-0.0109, 0.0604, -0.2059], [-0.4753, -0.3098, -0.0945], [0.2941, 0.7228, -0.8157], [0.1341, 0.3149, -0.1715]]
}


Record 6
{
  "formula": "C6H4O",
  "method": "ωB97M-V/def2-TZVPD",
  "e_homo_ha": [-0.3082, -0.3079],
  "total_charge": 0,
  "homo_lumo_gap_ev": [6.86, 6.84],
  "e_tot_ev": -8327.144,
  "relative_energy_ev": 5.296,
  "elements": ["C", "C", "C", "C", "C", "C", "O", "H", "H", "H", "H"],
  "positions_angstrom": [[-1.16279, 3.09970, -0.73464], [-0.57928, 2.00791, -0.49895], [-0.25851, 0.62948, -0.23394], [-0.18782, -0.11092, 0.97535], [0.55681, -1.26461, 0.73403], [0.92979, -1.19225, -0.59167], [0.48200, -0.10437, -1.18791], [-1.37489, 0.68764, -0.55938], [-0.68053, 0.19205, 1.88992], [0.78732, -2.06546, 1.42220], [1.48789, -1.87917, -1.21502]],
  "atomic_forces_ev_per_a": [[0.3320, -0.7757, 0.1473], [-0.1405, 0.7692, -0.1115], [0.0305, -0.0572, 0.1666], [-0.0337, 0.0151, -0.0757], [0.0027, 0.0463, -0.0360], [-0.0016, -0.0079, 0.0486], [0.0633, -0.0481, 0.0038], [-0.2092, -0.1106, 0.0273], [0.0718, -0.0350, -0.1485], [-0.0375, 0.1248, -0.1221], [-0.0779, 0.0791, 0.1002]]
}


Record 7
{
  "formula": "C6H4O",
  "method": "ωB97M-V/def2-TZVPD",
  "e_homo_ha": -0.3594,
  "total_charge": 0,
  "homo_lumo_gap_ev": 8.44,
  "e_tot_ev": -8327.247,
  "relative_energy_ev": 5.194,
  "elements": ["C", "C", "C", "C", "O", "C", "C", "H", "H", "H", "H"],
  "positions_angstrom": [[-1.75341, 0.68567, -0.05534], [-0.56668, -1.70466, -1.54884], [0.13184, -0.98105, -0.77974], [0.50444, -0.05771, 0.12964], [-0.40864, 0.79078, 0.57473], [1.87390, -0.01324, 0.60269], [3.05048, -0.15222, 0.84764], [-1.72487, 1.26980, -0.98175], [-2.39324, 1.10534, 0.71074], [-2.11595, -0.31981, -0.32926], [4.09744, -0.29285, 1.05683]],
  "atomic_forces_ev_per_a": [[0.1854, 0.2776, 0.2621], [0.5824, 0.1876, 0.2373], [-0.0762, -0.7482, -0.6814], [-0.2187, -0.2050, -0.2181], [-0.1110, -0.4739, -0.2970], [0.2425, 0.0816, 0.1570], [-0.7903, 0.1193, -0.1236], [-0.0136, 0.0282, 0.3379], [-0.0894, 0.3067, -0.1437], [0.7594, 0.2974, 0.5143], [-0.4705, 0.1286, -0.0448]]
}


Record 8
{
  "formula": "C6H4O",
  "method": "ωB97M-V/def2-TZVPD",
  "e_homo_ha": -0.3294,
  "total_charge": 0,
  "homo_lumo_gap_ev": 9.22,
  "e_tot_ev": -8327.979,
  "relative_energy_ev": 4.461,
  "elements": ["C", "C", "C", "C", "C", "C", "O", "H", "H", "H", "H"],
  "positions_angstrom": [[3.01184, -0.00784, 0.02459], [1.81743, -0.15816, -0.00674], [0.39540, -0.34463, -0.05802], [-0.46382, 0.67587, 0.13772], [-1.88070, 0.42361, 0.09262], [-2.99371, -0.19917, 0.03711], [0.03054, -1.61834, -0.31458], [4.07272, 0.11926, 0.05229], [-0.09277, 1.67302, 0.32642], [-2.71181, 1.24397, 0.04086], [-0.93442, -1.66903, -0.40375]],
  "atomic_forces_ev_per_a": [[-0.5152, -0.0717, -0.0046], [0.5711, 0.0666, -0.0085], [-0.0102, 0.2709, 0.0550], [0.1324, -0.1173, -0.0369], [-0.2822, -0.3266, 0.0049], [0.4000, 0.3962, 0.0400], [-0.1634, 0.0500, -0.0105], [-0.2133, -0.0150, -0.0003], [-0.0174, -0.1411, -0.0127], [-0.0455, -0.0946, -0.0344], [0.1436, -0.0173, 0.0080]]
}


Copy entry 6 word for word.
{
  "formula": "C6H4O",
  "method": "ωB97M-V/def2-TZVPD",
  "e_homo_ha": [-0.3082, -0.3079],
  "total_charge": 0,
  "homo_lumo_gap_ev": [6.86, 6.84],
  "e_tot_ev": -8327.144,
  "relative_energy_ev": 5.296,
  "elements": ["C", "C", "C", "C", "C", "C", "O", "H", "H", "H", "H"],
  "positions_angstrom": [[-1.16279, 3.09970, -0.73464], [-0.57928, 2.00791, -0.49895], [-0.25851, 0.62948, -0.23394], [-0.18782, -0.11092, 0.97535], [0.55681, -1.26461, 0.73403], [0.92979, -1.19225, -0.59167], [0.48200, -0.10437, -1.18791], [-1.37489, 0.68764, -0.55938], [-0.68053, 0.19205, 1.88992], [0.78732, -2.06546, 1.42220], [1.48789, -1.87917, -1.21502]],
  "atomic_forces_ev_per_a": [[0.3320, -0.7757, 0.1473], [-0.1405, 0.7692, -0.1115], [0.0305, -0.0572, 0.1666], [-0.0337, 0.0151, -0.0757], [0.0027, 0.0463, -0.0360], [-0.0016, -0.0079, 0.0486], [0.0633, -0.0481, 0.0038], [-0.2092, -0.1106, 0.0273], [0.0718, -0.0350, -0.1485], [-0.0375, 0.1248, -0.1221], [-0.0779, 0.0791, 0.1002]]
}